# C20H24N4O4S2

The molecule C20H24N4O4S2 (ωB97M-V/def2-TZVPD, the OMol25 dataset).

Multiplicity: 1
Relative energy (zero: lowest compared OMol25 entry of this formula, charge and spin), kJ/mol: 154.45
SMILES: O=C(CSc1nc2ccccc2nc1SCC(=O)N1CCOCC1)N1CCOCC1
E_HOMO, eV: -8.35

```
54
C20H24N4O4S2 | the OMol25 dataset | ωB97M-V/def2-TZVPD
C 1.665 1.516 0.305
C -1.539 3.289 2.047
O 0.768 3.154 3.472
H -1.237 -4.142 -4.281
H -0.055 -3.840 -5.589
H 1.436 -3.149 -1.329
H 2.427 2.767 -3.260
N -1.105 2.120 2.788
S 0.684 -2.768 0.898
S 0.614 -0.693 3.319
H -1.486 0.304 0.763
C -1.847 2.886 0.603
H -2.909 -2.462 -3.923
H -2.446 3.692 2.514
O -1.372 -1.671 -0.754
H 0.925 -3.503 -3.293
H -3.182 -0.012 1.181
H 2.413 4.345 -1.378
C 1.119 -1.100 0.643
C 0.317 -2.730 -3.757
H 0.970 -2.016 -4.273
H 1.548 1.128 4.554
H -2.261 3.730 0.049
O -1.459 -2.419 -5.392
C -0.548 -2.230 -1.451
N 1.398 -0.709 -0.568
C 0.544 0.911 4.188
C 0.461 -3.207 -0.852
H -2.845 -1.022 -4.980
N -0.474 -2.017 -2.781
C 2.212 2.401 -2.267
C 2.204 3.303 -1.192
N 1.367 1.083 1.550
C -1.363 -1.047 -3.396
H -1.719 0.154 3.231
H -1.968 -0.592 -2.612
H -0.921 2.549 0.111
H -2.998 1.392 3.201
C -2.072 1.047 2.720
H -0.756 -0.279 -3.888
C 1.936 2.875 0.082
C 0.095 2.143 3.406
H 0.078 -4.226 -0.864
H 1.960 0.362 -2.887
C -0.627 -3.375 -4.785
C 1.952 1.069 -2.072
C -2.245 -1.747 -4.431
H -0.744 4.033 2.086
C -2.377 0.721 1.252
C 1.098 -0.174 1.730
C 1.673 0.601 -0.779
H -0.121 0.741 5.036
O -2.818 1.866 0.558
H 1.923 3.540 0.930
```

For reference, the natural (NBO) charges in units of e are: C 0.08; C -0.25; O -0.64; H 0.16; H 0.20; H 0.25; H 0.22; N -0.45; S 0.32; S 0.29; H 0.18; C -0.08; H 0.17; H 0.19; O -0.65; H 0.22; H 0.20; H 0.22; C 0.05; C -0.24; H 0.20; H 0.26; H 0.19; O -0.52; C 0.70; N -0.46; C -0.61; C -0.63; H 0.20; N -0.44; C -0.21; C -0.21; N -0.41; C -0.26; H 0.23; H 0.26; H 0.17; H 0.19; C -0.26; H 0.20; C -0.19; C 0.72; H 0.25; H 0.21; C -0.07; C -0.21; C -0.08; H 0.25; C -0.07; C 0.02; C 0.18; H 0.25; O -0.53; H 0.24

# C11H9BBrF9INO2

A structure of composition C11H9BBrF9INO2 (ωB97M-V/def2-TZVPD, the OMol25 dataset).

Multiplicity: 1
E_HOMO, eV: -7.02

```
35
C11H9BBrF9INO2 | the OMol25 dataset | ωB97M-V/def2-TZVPD
C -0.723 -3.695 0.164
F 0.360 -0.147 -1.618
C -1.181 -0.775 0.985
H -2.309 -3.192 -1.428
F 3.327 0.778 -1.336
F -0.382 2.881 -1.819
H 0.533 0.392 4.393
C -1.541 1.648 -0.070
H -2.564 0.793 1.714
H 0.822 -3.713 1.956
C 2.085 1.036 -3.411
C -0.118 2.140 -0.604
O -0.015 -0.416 4.208
C -0.167 -1.615 1.801
C 0.923 0.977 -0.963
H -2.093 1.170 -0.945
C 2.176 1.468 -1.869
F 0.854 1.308 -4.030
F 2.474 2.855 -1.688
H -2.636 -0.838 -0.663
N -1.933 -1.363 -0.121
C -1.492 0.774 1.269
I -0.481 -5.720 -0.571
C -1.734 -2.749 -0.534
H 2.406 -1.117 2.056
O 2.107 -1.125 2.993
H -2.153 2.624 0.201
F 1.507 0.565 0.295
F 2.509 -0.316 -3.548
C 0.062 -3.092 1.381
F 3.062 1.807 -4.127
Br -3.929 3.351 0.428
B 0.671 -1.015 3.076
F 0.392 3.081 0.359
H -0.820 1.241 2.065
```

For reference, the natural (NBO) charges in units of e are: C -0.25; F -0.32; C 0.37; H 0.26; F -0.32; F -0.34; H 0.51; C -0.54; H 0.30; H 0.26; C 0.93; C 0.65; O -0.88; C -0.39; C 0.60; H 0.22; C 0.57; F -0.29; F -0.29; H 0.46; N -0.50; C -0.49; I 0.27; C 0.05; H 0.51; O -0.89; H 0.33; F -0.34; F -0.31; C -0.10; F -0.32; Br -0.81; B 1.15; F -0.33; H 0.27

# C5H11NO2

A cluster of 2 separate species, C5H11NO2 in total (ωB97M-V/def2-TZVPD, the OMol25 dataset).

Multiplicity: 1
Relative energy (zero: lowest compared OMol25 entry of this formula, charge and spin), kJ/mol: 722.44
E_HOMO, eV: -8.53

```
19
C5H11NO2 | the OMol25 dataset | ωB97M-V/def2-TZVPD
H -1.166 2.843 1.961
H -1.411 1.276 0.246
H -0.543 -0.168 1.176
C 1.419 -1.283 -0.241
C -0.975 -0.638 0.284
C 0.003 -1.390 -0.460
O -0.866 2.107 1.403
H -1.206 0.196 -2.472
H -1.263 1.881 -1.903
H -1.848 -1.210 0.694
H 0.194 0.836 -1.570
H 2.978 -0.792 0.986
N -1.582 0.489 -0.434
C -0.925 0.873 -1.668
H -0.186 -1.721 -1.494
H 1.586 -1.364 1.955
C 1.910 -0.702 1.145
O 2.333 -1.532 -1.007
H 1.548 0.301 1.398
```

For reference, the natural (NBO) charges in units of e are: H 0.45; H 0.45; H 0.30; C 0.46; C -0.40; C 0.02; O -1.05; H 0.20; H 0.23; H 0.33; H 0.19; H 0.24; N -0.50; C -0.43; H 0.22; H 0.22; C -0.73; O -0.47; H 0.26

# C30H51NP2Sm

A structure of composition C30H51NP2Sm (ωB97M-V/def2-TZVPD, the OMol25 dataset).

Multiplicity: 6
Relative energy (zero: lowest compared OMol25 entry of this formula, charge and spin), kJ/mol: 0.00
Charge: +1
E_HOMO (spin up / spin down), eV: -10.02 / -10.02
⟨S²⟩: 9.060

```
85
C30H51NP2Sm | the OMol25 dataset | ωB97M-V/def2-TZVPD
H -1.795 3.966 3.272
C 1.116 2.368 2.629
C 0.832 -0.792 4.529
H 3.745 -4.036 1.058
C 1.457 0.990 2.800
C 3.151 -1.502 -1.136
H -0.702 4.509 -4.904
H -0.874 -2.206 2.547
H -1.440 -2.125 4.247
H -2.172 3.607 -5.313
H -4.055 2.698 1.261
H 1.302 2.125 -6.268
C -1.365 1.392 5.238
H 3.013 -0.496 3.015
C 1.959 3.360 1.913
C 0.536 0.438 3.760
H -1.920 -2.556 -4.287
C 2.785 0.417 2.437
H 4.095 -0.948 -1.285
H 0.778 -3.212 -1.752
H -0.022 -4.562 0.542
P -0.418 2.118 -4.529
H -1.339 -1.153 -6.099
H 1.044 -1.633 3.855
H 4.340 -3.269 -1.081
C 3.325 -2.959 -0.778
C -0.567 -0.445 -5.751
H 1.732 -0.653 5.156
C -4.438 0.288 2.705
H 1.865 1.310 -4.792
H -0.655 1.399 -6.876
C -3.354 0.813 2.005
N -2.282 -0.071 2.072
H -5.417 0.750 2.775
C 1.712 -3.473 1.184
H -0.794 3.607 -6.444
H -0.652 4.244 4.606
C -0.725 3.948 3.544
C 3.121 -3.189 0.747
H 1.618 -3.546 2.274
H -0.221 4.717 2.939
P -0.252 -0.780 -3.913
H -1.205 2.259 5.903
H -2.950 1.857 0.154
C -1.037 0.989 -5.928
C 1.969 -0.887 -1.279
C -0.415 1.435 4.094
H -2.274 -3.179 3.070
H -2.363 2.715 1.678
Sm -0.623 1.042 1.050
H -4.541 -1.614 3.910
C -1.080 3.606 -5.386
H 0.361 -0.624 -6.321
H -0.141 -0.793 -1.142
H 0.424 -3.138 -4.159
H -1.225 0.469 5.821
H 3.528 -2.324 1.289
C 0.327 -2.863 -0.812
H 1.780 3.072 -4.846
C 0.669 -1.349 -0.641
H 2.657 -3.624 -1.347
H 2.345 2.931 0.973
C 1.292 2.155 -5.177
H -1.935 -1.940 -2.586
H -2.137 1.034 -5.917
H -2.416 1.428 4.914
H 1.741 -2.102 -3.507
C -3.161 2.064 1.232
H 3.608 1.144 2.600
H 1.402 4.281 1.681
H 0.012 -1.104 5.188
C -0.099 2.612 3.339
C 0.926 -2.169 -4.237
C -1.760 -2.212 3.198
H 0.643 -1.092 0.437
H 2.841 3.653 2.512
H -0.761 -2.937 -0.970
C 0.680 -3.737 0.368
C -1.854 -1.663 -3.646
H 2.797 0.150 1.369
H -2.671 -0.968 -3.894
C -2.680 -1.125 2.882
C -4.002 -0.932 3.272
H 1.903 0.086 -1.800
H 1.357 -2.065 -5.241
```

For reference, the Mulliken charges in units of e are: H 0.19; C 0.03; C -1.72; H 0.44; C 0.73; C -0.32; H 0.37; H -0.18; H 0.16; H 0.36; H 0.40; H 0.37; C -1.72; H 0.44; C -1.66; C 1.14; H 0.41; C -1.06; H 0.33; H 0.17; H 0.52; P 0.38; H 0.45; H 0.09; H 0.54; C -0.97; C -0.87; H 0.34; C -1.12; H 0.28; H 0.54; C 0.88; N 0.28; H 0.47; C -0.79; H 0.35; H 0.34; C -1.19; C -0.41; H 0.58; H 0.36; P 0.86; H 0.37; H 0.32; C -1.08; C -0.96; C 0.84; H 0.50; H 0.25; Sm 0.84; H 0.51; C -1.19; H 0.39; H 0.50; H 0.31; H 0.37; H 0.12; C -0.76; H 0.41; C 1.63; H 0.28; H 0.29; C -1.18; H 0.22; H 0.46; H 0.22; H 0.09; C -1.34; H 0.33; H 0.43; H 0.47; C 0.28; C -1.15; C -0.87; H -0.92; H 0.34; H 0.39; C -0.70; C -1.47; H -0.02; H 0.39; C 0.46; C -0.91; H 0.22; H 0.49

# C6H16

A cluster of 2 separate species, C6H16 in total (ωB97M-V/def2-TZVPD, the OMol25 dataset).

Multiplicity: 1
Relative energy (zero: lowest compared OMol25 entry of this formula, charge and spin), kJ/mol: 29.87
SMILES: CCC.CCC
E_HOMO, eV: -11.12

```
22
C6H16 | the OMol25 dataset | ωB97M-V/def2-TZVPD
H -2.230 -2.248 1.311
C 0.850 1.728 -0.827
H -1.000 1.472 -1.964
C 0.729 3.185 -0.448
C 0.205 -1.794 2.165
H 1.879 1.361 -0.961
H 0.556 -2.548 0.201
H -0.093 -0.992 0.176
H 0.562 1.052 -0.024
C -0.193 -1.931 0.710
H 1.232 -1.423 2.240
H -1.504 -3.645 0.506
H 0.361 2.018 -2.925
H 0.267 0.345 -2.411
H 0.805 3.842 -1.310
C -1.582 -2.567 0.497
H 0.129 -2.731 2.709
H -2.043 -2.183 -0.406
H -0.194 3.400 0.091
C 0.084 1.371 -2.093
H -0.428 -1.081 2.689
H 1.523 3.472 0.248
```

For reference, the natural (NBO) charges in units of e are: H 0.20; C -0.40; H 0.20; C -0.61; C -0.60; H 0.20; H 0.19; H 0.19; H 0.20; C -0.40; H 0.21; H 0.21; H 0.20; H 0.21; H 0.20; C -0.61; H 0.20; H 0.21; H 0.21; C -0.60; H 0.20; H 0.21

# C21H20I2N3O2Ti

A structure of composition C21H20I2N3O2Ti (ωB97M-V/def2-TZVPD, the OMol25 dataset).

Multiplicity: 1
Relative energy (zero: lowest compared OMol25 entry of this formula, charge and spin), kJ/mol: 118.47
Charge: +1
E_HOMO, eV: -11.40

```
49
C21H20I2N3O2Ti | the OMol25 dataset | ωB97M-V/def2-TZVPD
C 1.956 -4.234 0.957
H -3.695 4.935 2.355
C 3.967 -1.383 -0.884
H 1.350 -3.668 2.934
H -3.379 5.495 -1.866
H 2.324 -4.628 -1.129
C 1.733 -4.072 -0.414
C 0.734 -3.229 -0.846
C 1.186 -3.523 1.877
C -2.297 3.838 -1.065
H -2.944 -0.377 -4.807
H 2.110 0.141 3.542
H -1.899 3.524 -2.020
H -2.483 1.334 -4.546
H -4.269 6.196 0.319
Ti 0.095 -0.080 -1.075
H -1.872 -1.400 0.346
O -0.734 1.488 -1.188
C 2.965 -5.116 1.406
C -1.126 -1.621 -0.434
C -3.612 5.341 0.258
C -3.290 4.627 1.403
C 0.199 -2.665 1.436
N -0.433 1.533 1.051
C -2.459 3.526 1.327
H 0.372 0.444 3.336
H 4.683 -0.572 -1.040
C -2.452 0.327 -4.140
N 0.455 0.566 0.687
I -3.511 0.323 -2.277
C 1.364 0.631 2.928
C -1.028 2.006 -0.009
H 4.409 -2.098 -0.197
H 1.520 1.711 2.959
N 3.799 -5.819 1.756
C 2.692 -0.795 -0.357
H 0.531 -3.136 -1.913
C 1.410 0.174 1.509
H 3.246 -0.918 1.685
C -3.119 4.944 -0.976
H -1.628 -2.085 -1.303
H -0.414 -2.136 2.155
C 2.484 -0.591 0.997
I -0.353 -0.264 -4.008
O 1.826 -0.413 -1.243
C -0.059 -2.511 0.067
H 3.790 -1.858 -1.848
C -1.950 3.130 0.088
H -2.198 2.955 2.205
```

For reference, the natural (NBO) charges in units of e are: C -0.18; H 0.23; C -0.68; H 0.24; H 0.23; H 0.24; C -0.14; C -0.26; C -0.13; C -0.18; H 0.24; H 0.24; H 0.22; H 0.24; H 0.23; Ti 1.73; H 0.26; O -0.73; C 0.25; C -0.91; C -0.17; C -0.21; C -0.24; N -0.34; C -0.17; H 0.25; H 0.26; C -0.67; N -0.48; I 0.25; C -0.68; C 0.53; H 0.25; H 0.27; N -0.26; C 0.51; H 0.22; C 0.40; H 0.25; C -0.21; H 0.26; H 0.22; C -0.40; I 0.31; O -0.72; C 0.05; H 0.24; C -0.08; H 0.23